(1)
Formula: C31H54ClF9N3O20P5S
Source: the Open Molecules 2025 dataset
Level of theory: ωB97M-V/def2-TZVPD

Computed properties:
HOMO: -8.09 eV
Orbital gap: 4.58 eV

XYZ file:
```
124
C31H54ClF9N3O20P5S, DFT ωB97M-V/def2-TZVPD
C -0.2717 0.0932 0.7975
C 0.9253 -0.5644 0.2131
C 2.4755 0.0680 0.2549
C 2.9268 0.7787 -1.1497
Cl 1.4210 0.3030 -2.1999
C 2.9391 2.4489 -1.2585
N 1.6831 2.6499 -2.1185
P 2.7308 3.4661 0.3630
N 1.2333 3.2939 1.0387
N 4.0107 2.9635 -2.2438
S 4.3200 4.5340 -2.9162
O 4.1556 4.5096 -4.4877
O 5.7989 5.0489 -2.6944
C 3.2555 5.9448 -2.3328
F 3.2041 6.9344 -3.4752
F 1.8577 5.6407 -1.9983
F 4.0038 6.6813 -1.2462
C 4.7866 1.8385 -2.5615
C 6.0177 2.0339 -3.6788
O 7.2814 2.3924 -3.3167
O 5.8158 1.9129 -5.1484
C 4.4269 0.3943 -1.7929
C 4.2329 -0.9455 -2.7710
C 3.9186 -0.5416 -4.3563
F 5.4941 -1.7728 -2.8627
C 5.6389 0.1743 -0.7113
F 7.0193 0.1958 -1.3264
F 5.5985 -1.1636 -0.0091
C 5.7045 1.2876 0.5015
C 5.2604 0.8243 2.0462
C 5.3307 1.9139 3.3121
C 5.8672 3.4719 3.1083
C 6.3269 3.9030 1.5947
C 6.9225 5.4393 1.3448
F 8.0530 5.5874 2.3355
F 7.5729 5.5832 -0.0012
F 5.9413 6.5040 1.6547
C 6.2370 2.8476 0.3345
H -1.2418 0.1721 0.1436
H -0.2311 0.4658 1.9075
H 0.7497 -1.6476 -0.2578
H 3.1359 -0.8894 0.5280
H 2.5046 0.7437 1.2054
H 1.9214 2.9507 -3.0865
H 0.9882 3.2674 -1.6515
H 2.9132 4.8837 0.2074
H 3.6524 2.9918 1.3628
H 0.6610 2.6847 0.4166
H 3.4219 -1.7029 -2.3309
H 3.2842 0.4506 -4.4586
H 3.2213 -1.4079 -4.7679
H 4.9008 -0.5316 -5.0130
H 4.8839 -0.2470 2.3277
H 5.0015 1.6371 4.4178
H 5.9642 4.2666 3.9621
H 6.5734 3.1478 -0.7704
C -3.3282 -0.7498 -5.9994
O -3.3355 0.5517 -5.4492
P -1.8468 1.4173 -5.6150
O -2.0658 2.0103 -4.2192
O -2.5617 2.3937 -6.7328
C -2.8094 1.8575 -8.0146
O -0.3581 2.2829 -5.7807
C -0.3452 3.6739 -5.4957
H -3.6849 -1.4539 -5.2440
H -4.0027 -0.7770 -6.8585
H -2.3252 -1.0455 -6.3176
H -3.8575 1.5578 -8.0803
H -2.1699 0.9942 -8.2162
H -2.6176 2.6269 -8.7668
H -0.3894 3.8446 -4.4175
H -1.1646 4.1964 -5.9941
H 0.5969 4.0856 -5.8681
C -4.6209 2.2829 2.8084
O -4.0220 1.0958 2.3301
P -4.0199 -0.2192 3.4542
O -2.6266 -0.6124 2.9525
O -5.1570 -0.9798 2.5365
C -6.4762 -0.4793 2.5724
O -4.0178 -1.5342 4.5784
C -3.6775 -2.8300 4.1080
H -3.9289 3.1141 2.6536
H -5.5370 2.4720 2.2439
H -4.8602 2.2113 3.8726
H -6.6468 0.1423 1.6909
H -6.6544 0.1108 3.4750
H -7.1770 -1.3178 2.5503
H -2.6015 -2.9040 3.9334
H -4.2255 -3.0871 3.1990
H -3.9478 -3.5520 4.8835
C 2.0152 -4.1025 3.2275
O 3.0411 -3.2641 3.7187
P 3.7051 -3.7468 5.2415
O 3.8124 -2.2696 5.6340
O 5.0890 -4.2010 4.4718
C 5.0580 -5.3842 3.7029
O 4.3692 -4.2295 6.7643
C 5.5658 -3.6093 7.2112
H 1.1504 -3.4869 2.9686
H 2.3714 -4.6123 2.3293
H 1.7143 -4.8460 3.9701
H 4.9409 -5.1226 2.6491
H 4.2376 -6.0380 4.0099
H 6.0044 -5.9165 3.8282
H 5.3645 -2.5929 7.5577
H 6.3307 -3.5975 6.4318
H 5.9503 -4.1879 8.0558
C -11.6373 -3.0620 3.0486
O -10.9774 -2.6055 1.8855
P -9.7929 -3.6941 1.2494
O -8.9137 -2.4902 0.8956
O -10.7976 -4.0171 -0.0156
C -11.9299 -4.8230 0.2306
O -8.6084 -4.7828 0.6133
C -8.0828 -4.5341 -0.6822
H -11.5802 -2.2848 3.8144
H -12.6867 -3.2520 2.8113
H -11.1824 -3.9777 3.4351
H -12.8068 -4.1822 0.3444
H -11.8006 -5.4278 1.1319
H -12.0892 -5.4857 -0.6238
H -7.3814 -3.6968 -0.6570
H -8.8743 -4.3412 -1.4096
H -7.5376 -5.4265 -1.0018
```



(2)
Formula: C31H54ClFN5O11P2S
Source: the Open Molecules 2025 dataset
Level of theory: ωB97M-V/def2-TZVPD

Computed properties:
HOMO: -10.94 eV
Orbital gap: 8.15 eV
Charge: +1

XYZ file:
```
106
C31H54ClFN5O11P2S, DFT ωB97M-V/def2-TZVPD
C 1.1224 -2.7425 1.9202
C 0.5804 -2.4984 0.4982
C -0.3262 -1.2792 0.3908
C 0.4155 0.0563 0.3107
O 0.4452 0.4688 -1.0555
C 0.8728 1.7255 -1.4131
O 1.2858 2.4604 -0.2859
N 0.2273 3.2492 0.3363
O 0.5506 3.5525 1.3941
C -0.1487 2.4279 -2.3879
C 0.1469 3.9517 -2.5789
C -0.9876 4.7759 -3.1536
O -1.6401 5.5097 -2.4502
C -1.6146 2.3877 -1.8986
C -2.2003 1.3246 -0.9542
O -1.9947 1.4279 0.2373
C -3.1563 0.2862 -1.4483
C -3.4306 -0.7953 -0.6200
C -4.3486 -1.7531 -1.0048
C -5.0229 -1.6434 -2.2086
C -4.7528 -0.5717 -3.0456
C -3.8332 0.3849 -2.6631
C 0.1899 1.6717 -3.7566
Cl -0.9297 0.2503 -3.7141
P -0.4410 2.1544 -5.5632
N -2.0779 2.5002 -5.1982
O 0.0834 3.6363 -5.9730
N 1.6799 1.1895 -3.6811
C 2.6494 1.8575 -4.7207
C 2.6955 1.3813 -6.1560
F 2.3794 3.1998 -4.7374
P 1.8560 -0.6217 -4.0127
O 1.3748 -1.5353 -2.9929
O 1.1896 -0.8391 -5.4187
O 3.4313 -0.6401 -4.1959
C 2.2159 1.5760 -2.2364
C 3.3604 0.7655 -1.5920
N 3.1392 -0.5684 -1.0664
C 4.0332 -0.8059 0.0786
N 2.7312 2.9302 -2.2341
C 3.8587 3.3271 -2.4057
S 5.2997 3.8526 -2.6455
H 0.5487 -2.2097 2.6775
H 1.0631 -3.8082 2.1418
H 2.1750 -2.4723 2.0175
H -0.0292 -3.3698 0.2454
H 1.3872 -2.4802 -0.2333
H -0.9545 -1.3590 -0.4980
H -0.9916 -1.2463 1.2559
H -0.0704 0.7755 0.9635
H 1.4211 -0.0880 0.7116
H 1.0382 4.1072 -3.1810
H 0.3757 4.4252 -1.6299
H -1.2381 4.7410 -4.2238
H -2.3149 2.5246 -2.7185
H -1.7044 3.2775 -1.2761
H -2.9377 -0.8977 0.3358
H -4.5593 -2.5783 -0.3386
H -5.7547 -2.3933 -2.4763
H -5.2658 -0.4825 -3.9934
H -3.6591 1.2211 -3.3254
H -2.6416 1.7761 -5.6327
H -2.3264 3.3663 -5.6706
H 0.4897 4.1991 -5.3077
H 3.6400 1.7516 -4.2824
H 3.0621 2.2245 -6.7411
H 1.7463 1.0824 -6.5826
H 3.4047 0.5740 -6.3035
H 0.7513 -1.7058 -5.4160
H 3.7153 -1.5482 -4.3889
H 4.2001 0.7571 -2.2997
H 3.6286 1.3562 -0.7171
H 3.3666 -1.2875 -1.7363
H 3.7168 -0.2136 0.9374
H 5.0705 -0.5256 -0.1490
H 4.0128 -1.8632 0.3315
C 0.7971 -6.2505 5.3212
C -0.1503 -5.0666 5.2197
O -1.1226 -5.1941 4.1969
C -2.0098 -6.2919 4.3260
C -2.8510 -6.2624 5.5905
H 1.2495 -6.4608 4.3508
H 1.5887 -6.0352 6.0391
H 0.2867 -7.1555 5.6531
H 0.4175 -4.1711 4.9640
H -0.6267 -4.8734 6.1870
H -1.4636 -7.2390 4.2513
H -2.6604 -6.2348 3.4530
H -2.2458 -6.4016 6.4872
H -3.5908 -7.0627 5.5648
H -3.3689 -5.3070 5.6818
C -1.2268 3.6771 6.7890
C -0.6138 2.2976 6.9609
O -1.1978 1.3010 6.1403
C -1.0983 1.5137 4.7470
C 0.3310 1.5755 4.2323
H -2.3090 3.6308 6.9151
H -0.8162 4.3626 7.5305
H -1.0230 4.0960 5.8022
H -0.7720 1.9519 7.9820
H 0.4707 2.3384 6.8052
H -1.6491 2.4140 4.4508
H -1.6136 0.6673 4.2913
H 0.8604 2.4572 4.5965
H 0.3317 1.6175 3.1424
H 0.8899 0.6945 4.5526
```



(3)
Formula: C31H54F3N7O7PSSi
Source: the Open Molecules 2025 dataset
Level of theory: ωB97M-V/def2-TZVPD

Computed properties:
HOMO: -5.32 eV
Orbital gap: 6.82 eV
Charge: -1

XYZ file:
```
105
C31H54F3N7O7PSSi, DFT ωB97M-V/def2-TZVPD
O 0.2978 -0.9867 -2.1565
C 0.6679 -0.6211 -3.2912
O 1.1153 0.4806 -3.7200
Si 0.6611 -1.9188 -4.6921
C 2.0775 -3.1651 -4.7166
P 2.9037 -3.5475 -3.1743
O 4.1752 -4.2510 -3.4346
O 1.8874 -4.4355 -2.3132
O 3.1201 -2.2152 -2.3683
S -1.2624 -3.1092 -4.7365
O -1.0242 -4.4631 -5.2034
O -2.2278 -2.3250 -5.4848
C -2.0211 -3.2412 -3.0342
F -1.0874 -3.6483 -2.1548
F -3.0229 -4.1468 -3.0608
F -2.5101 -2.0533 -2.6610
H 0.6042 -1.2419 -5.9998
H 1.6833 -4.1046 -5.1210
H 2.8179 -2.8103 -5.4353
H 1.1096 -4.7310 -2.8015
H 2.5344 -2.0730 -1.5955
C 3.0619 1.3681 2.0097
C 2.2824 1.4937 0.7079
C 1.2618 0.3682 0.5078
C 1.8997 -0.9401 0.4557
N 2.4303 -1.9557 0.4174
H 3.6562 0.4515 2.0271
H 3.7483 2.2065 2.1329
H 2.3874 1.3611 2.8632
H 2.9719 1.5044 -0.1381
H 1.7454 2.4431 0.6952
H 0.7176 0.4870 -0.4311
H 0.5386 0.3595 1.3273
C 6.0196 -4.6177 -0.5875
C 7.5067 -4.7679 -0.8740
C 8.4076 -4.1112 0.1803
C 8.2011 -2.6687 0.2943
N 8.0588 -1.5368 0.3844
H 5.7130 -3.5715 -0.6012
H 5.4309 -5.1269 -1.3481
H 5.7630 -5.0363 0.3896
H 7.7300 -4.3463 -1.8555
H 7.7655 -5.8284 -0.9155
H 9.4594 -4.2723 -0.0625
H 8.2199 -4.5537 1.1608
C 0.3630 0.4406 6.3585
C 0.5534 1.8002 7.0245
C -0.0841 2.9469 6.2366
C 0.4949 3.0585 4.9002
N 0.9819 3.1469 3.8684
H 0.8391 0.3994 5.3774
H 0.8039 -0.3465 6.9695
H -0.6974 0.2121 6.2305
H 1.6201 1.9987 7.1460
H 0.1209 1.7836 8.0185
H 0.0666 3.8938 6.7563
H -1.1597 2.7875 6.1329
C -4.2928 1.6676 -9.1623
C -4.2827 0.2666 -8.5663
C -2.9840 -0.0539 -7.8150
C -1.8302 0.0230 -8.7086
N -0.9565 0.0879 -9.4458
H -3.4996 1.7908 -9.9021
H -5.2427 1.8642 -9.6557
H -4.1520 2.4226 -8.3852
H -4.4328 -0.4686 -9.3592
H -5.1188 0.1625 -7.8740
H -3.0174 -1.0551 -7.3854
H -2.8315 0.6477 -6.9933
C -8.2036 4.1090 -11.4436
C -9.1242 4.3619 -10.2557
C -8.4425 4.0903 -8.9094
C -8.0058 2.7010 -8.7979
N -7.6536 1.6161 -8.7115
H -7.8926 3.0646 -11.4874
H -8.7115 4.3418 -12.3793
H -7.3063 4.7276 -11.3848
H -10.0142 3.7360 -10.3407
H -9.4616 5.3998 -10.2663
H -9.1229 4.2979 -8.0830
H -7.5673 4.7315 -8.7899
C -3.5165 5.0604 8.6859
C -3.7328 3.8251 9.5516
C -2.6827 3.6829 10.6610
C -1.3360 3.5617 10.1087
N -0.2971 3.4636 9.6388
H -2.5594 5.0169 8.1644
H -4.2985 5.1415 7.9317
H -3.5336 5.9710 9.2874
H -3.7171 2.9308 8.9263
H -4.7182 3.8704 10.0175
H -2.8802 2.7980 11.2669
H -2.7034 4.5514 11.3216
C 3.4970 -0.9908 8.0982
C 4.7044 -1.7457 8.6385
C 4.5922 -3.2624 8.4408
C 3.4324 -3.8114 9.1409
N 2.5320 -4.2405 9.7015
H 2.5820 -1.2785 8.6184
H 3.6259 0.0835 8.2297
H 3.3601 -1.1841 7.0328
H 4.8299 -1.5313 9.7015
H 5.6073 -1.3989 8.1338
H 5.4817 -3.7668 8.8195
H 4.4983 -3.5027 7.3805
```



(4)
Formula: C31H55Cl4N5O5
Source: the Open Molecules 2025 dataset
Level of theory: ωB97M-V/def2-TZVPD

Computed properties:
HOMO: -8.12 eV
Orbital gap: 8.39 eV
SMILES: ClC(Cl)(Cl)Cl.c1cc[nH]c1.c1cc[nH]c1.c1cc[nH]c1.c1cc[nH]c1.c1cc[nH]c1.CCO.CCO.CCO.CCO.CCO

XYZ file:
```
100
C31H55Cl4N5O5, DFT ωB97M-V/def2-TZVPD
N -3.5078 -2.2521 -1.6120
C -2.6163 -1.7838 -2.5243
C -3.1408 -1.9557 -3.7507
C -4.4320 -2.5210 -3.5699
C -4.6134 -2.6777 -2.2228
H -3.2790 -2.2765 -0.6339
H -1.6308 -1.4469 -2.2646
H -2.6173 -1.7560 -4.6729
H -5.1743 -2.7413 -4.3126
H -5.4977 -2.9640 -1.6825
N -2.0786 4.0876 3.0612
C -2.5953 3.2927 4.0849
C -1.5837 2.9576 4.9170
C -0.3864 3.6229 4.4294
C -0.7170 4.2778 3.2412
H -2.5885 4.4428 2.3016
H -3.6089 2.9418 4.0061
H -1.5772 2.2551 5.7321
H 0.5924 3.5608 4.8730
H -0.1621 4.9855 2.6435
N -2.2444 -0.9224 1.2549
C -2.2565 -2.2287 1.4832
C -3.4348 -2.5781 1.9968
C -4.1998 -1.4125 2.0904
C -3.4234 -0.4147 1.6113
H -1.4220 -0.3671 1.0563
H -1.4218 -2.8546 1.2279
H -3.6676 -3.5816 2.3000
H -5.1681 -1.1928 2.5093
H -3.6654 0.6186 1.4673
N 0.0215 1.1978 0.6040
C 0.2914 0.4080 -0.4612
C 0.8161 -0.7218 -0.0137
C 0.9945 -0.5827 1.3875
C 0.4654 0.5763 1.7296
H -0.3689 2.1240 0.5310
H -0.0388 0.7561 -1.4207
H 0.9984 -1.6393 -0.5521
H 1.3867 -1.3639 2.0027
H 0.3459 1.0654 2.6809
N 4.0213 0.2437 0.7724
C 5.1189 0.8352 1.3239
C 6.2186 0.2862 0.7251
C 5.7535 -0.5440 -0.3395
C 4.3939 -0.5800 -0.2448
H 3.0630 0.5086 0.9323
H 5.0960 1.5358 2.1353
H 7.2382 0.4805 1.0110
H 6.3061 -0.9647 -1.1627
H 3.6371 -1.0100 -0.8753
C 1.9627 -0.7937 5.5074
Cl 2.9544 -0.9647 6.9055
Cl 1.0379 -2.2974 5.2487
Cl 0.8260 0.5058 5.7584
Cl 2.9087 -0.5502 4.0491
C -4.6153 2.9637 -1.3379
C -4.2273 3.2164 0.1410
O -2.8101 3.5351 0.2455
H -5.6589 2.6933 -1.4730
H -4.0312 2.0882 -1.6228
H -4.3576 3.8323 -1.9331
H -4.4344 2.3032 0.7017
H -4.7682 4.0355 0.6337
H -2.7146 4.4843 0.1124
C 1.2770 -3.2826 -4.8383
C 0.8554 -3.3604 -3.3916
O 1.9183 -3.0756 -2.4469
H 1.4855 -4.2782 -5.2384
H 2.1159 -2.6169 -5.0173
H 0.4242 -2.9492 -5.4467
H 0.5220 -4.3917 -3.2118
H 0.0104 -2.7153 -3.1676
H 2.2960 -3.9008 -2.1369
C 3.7412 4.2634 1.0766
C 2.7490 3.5198 0.2136
O 1.5551 4.2190 -0.1972
H 4.1662 5.1296 0.5532
H 4.5519 3.6136 1.3856
H 3.2845 4.6641 1.9920
H 2.4265 2.6527 0.7930
H 3.2954 3.2158 -0.6907
H 1.7877 4.8289 -0.9072
C 1.1142 1.5638 -4.0411
C 1.1555 0.9406 -5.4092
O 0.8164 1.9522 -6.4132
H 0.9318 0.7843 -3.2937
H 0.2637 2.2326 -4.0251
H 2.0571 2.0372 -3.8047
H 0.5002 0.0713 -5.4971
H 2.1822 0.6123 -5.6184
H 1.4293 1.8634 -7.1498
C 0.9274 -4.8900 2.3012
C 0.5918 -4.6250 0.8885
O 0.1519 -5.7906 0.1490
H 0.2634 -5.6122 2.7959
H 0.8743 -3.9837 2.9108
H 1.9291 -5.3031 2.4503
H 1.4746 -4.2443 0.3671
H -0.1559 -3.8154 0.8117
H -0.6815 -6.1083 0.5114
```



> Among the records above, which one has the lowest orbital gap?

C31H54ClF9N3O20P5S



> Which formula does entry 1 have?

C31H54ClF9N3O20P5S



> Which formula does entry 2 have?

C31H54ClFN5O11P2S